{"formula": "C20H23N5OS", "method": "wB97M-V/def2-TZVPD", "fmax_ev_per_a": 3.08, "charge": 0, "smiles": "N[C@H](c1csc(Nc2cc(Oc3ccccc3)ncn2)n1)C1CCCCC1", "energy_ha": -1523.1315, "e_above_lowest_kj_mol": 124.1, "species": ["N", "N", "N", "O", "S", "C", "C", "C", "C", "C", "C", "C", "C", "C", "C", "C", "C", "C", "N", "N", "C", "C", "C", "C", "C", "C", "C", "H", "H", "H", "H", "H", "H", "H", "H", "H", "H", "H", "H", "H", "H", "H", "H", "H", "H", "H", "H", "H", "H", "H"], "positions_angstrom": [[0.751, 0.317, 1.026], [-3.903, 4.256, 1.032], [-1.595, 3.944, 1.246], [-5.406, 2.468, 0.915], [-1.398, -0.141, -0.399], [-0.407, 0.772, 0.715], [-0.094, -1.301, -0.439], [0.942, -0.916, 0.398], [-2.679, 4.738, 1.175], [-4.091, 2.936, 1.001], [-1.765, 2.649, 1.215], [-3.004, 2.094, 1.098], [-5.780, -1.455, -0.635], [-6.351, -1.092, 0.604], [-5.148, -0.437, -1.382], [-6.294, 0.232, 1.070], [-5.074, 0.864, -0.885], [-5.589, 1.224, 0.381], [-0.659, 1.941, 1.352], [1.994, -3.136, 0.760], [2.236, -1.684, 0.657], [5.928, -0.383, -1.208], [4.705, 0.357, -1.664], [5.657, -1.860, -1.104], [3.600, 0.116, -0.663], [4.592, -2.141, -0.094], [3.316, -1.425, -0.477], [-0.088, -2.190, -1.013], [-2.594, 5.828, 1.136], [-3.148, 0.998, 1.113], [-5.806, -2.475, -0.991], [-6.895, -1.843, 1.199], [-4.686, -0.628, -2.347], [-6.806, 0.526, 1.987], [-4.548, 1.578, -1.508], [0.132, 2.557, 1.451], [2.841, -3.653, 1.000], [1.275, -3.331, 1.461], [2.657, -1.318, 1.605], [6.739, -0.208, -1.922], [6.263, 0.051, -0.273], [4.930, 1.442, -1.683], [4.439, 0.064, -2.692], [6.572, -2.438, -0.816], [5.368, -2.209, -2.129], [2.706, 0.659, -1.024], [3.869, 0.528, 0.323], [4.436, -3.199, -0.067], [4.943, -1.838, 0.898], [2.916, -1.839, -1.402]], "forces_ev_per_angstrom": [[0.8, -2.5, -0.8], [-1.6, 0.1, 0.0], [0.0, 3.1, 0.2], [1.1, 1.2, 0.1], [1.0, -0.1, 0.4], [0.6, -0.4, 0.5], [1.3, 0.9, 1.4], [-0.6, -0.1, -0.8], [0.1, -1.9, -0.5], [0.2, 0.5, 0.0], [-1.7, 1.3, 0.0], [-1.9, -2.3, -0.2], [0.2, 1.3, 0.6], [-0.2, -0.1, -0.7], [-0.5, -0.2, 0.8], [0.1, 0.3, 0.3], [0.1, 0.1, 0.3], [0.2, -2.0, -1.3], [0.4, 0.4, -0.1], [-0.5, 0.1, -0.1], [0.4, 0.0, -0.6], [1.1, 0.2, -0.8], [0.2, 0.9, 0.1], [1.3, -0.8, -0.6], [-1.1, -0.8, -0.1], [-0.2, 0.2, -0.2], [-1.0, 1.2, 1.3], [-0.3, -0.6, -0.4], [0.3, -0.4, 0.2], [0.1, 0.8, 0.1], [-0.1, 0.0, 0.0], [0.4, 0.5, -0.3], [-0.2, -0.1, 0.1], [0.3, -0.2, -0.1], [0.0, 0.2, 0.2], [0.4, -0.2, 0.2], [-0.4, 0.4, 0.0], [0.4, 0.1, -0.2], [-0.1, 0.4, -0.2], [0.1, 0.0, 0.0], [0.1, -0.1, 0.4], [-0.1, -0.4, -0.2], [-0.1, 0.0, 0.3], [-0.5, 0.5, -0.4], [0.1, 0.0, 0.8], [0.1, -0.4, 0.4], [0.0, 0.0, -0.3], [-0.2, -0.8, 0.1], [-0.1, 0.1, 0.0], [0.0, -0.1, -0.2]]}

---

{"formula": "C20H23N6OS2", "method": "wB97M-V/def2-TZVPD", "fmax_ev_per_a": 8.95, "charge": 1, "smiles": "CC(=O)N(C)[n+]1[nH]nnc1CCCSC(=S)N(c1ccccc1)c1ccccc1", "energy_ha": -1974.8743, "species": ["C", "C", "O", "N", "C", "N", "N", "N", "N", "C", "C", "C", "C", "S", "C", "S", "N", "C", "C", "C", "C", "C", "C", "C", "C", "C", "C", "C", "C", "H", "H", "H", "H", "H", "H", "H", "H", "H", "H", "H", "H", "H", "H", "H", "H", "H", "H", "H", "H", "H", "H", "H"], "positions_angstrom": [[7.079, -0.649, 0.714], [5.619, -0.784, -0.019], [5.627, -0.973, -1.366], [4.268, -0.757, 0.726], [4.241, -2.059, 1.496], [3.330, -0.710, -0.293], [2.690, -1.781, -0.898], [1.819, -1.411, -1.928], [1.928, -0.028, -1.947], [2.846, 0.606, -0.926], [3.241, 2.161, -0.594], [1.997, 3.118, -0.128], [0.536, 2.382, -0.047], [-0.363, 2.406, -1.734], [-2.085, 1.639, -1.520], [-3.257, 2.080, -2.670], [-2.284, 0.728, -0.329], [-2.509, -0.717, -0.723], [-2.544, -1.321, -2.247], [-2.859, -2.942, -2.449], [-3.138, -3.988, -1.191], [-3.049, -3.385, 0.331], [-2.742, -1.787, 0.532], [-3.548, 1.117, 0.448], [-3.335, 2.037, 1.793], [-4.728, 2.454, 2.615], [-6.241, 2.023, 2.123], [-6.428, 1.099, 0.763], [-5.070, 0.649, -0.039], [7.558, 0.386, 0.385], [7.019, -0.682, 1.890], [7.833, -1.506, 0.384], [4.760, -2.889, 0.815], [3.125, -2.385, 1.685], [4.810, -2.030, 2.522], [2.736, -2.809, -0.731], [4.060, 2.131, 0.270], [3.767, 2.660, -1.523], [2.276, 3.597, 0.927], [1.977, 4.046, -0.879], [-0.144, 3.072, 0.650], [0.533, 1.325, 0.454], [-2.361, -0.621, -3.175], [-2.931, -3.429, -3.535], [-3.392, -5.135, -1.332], [-3.205, -4.056, 1.277], [-2.694, -1.396, 1.658], [-2.270, 2.386, 2.169], [-4.621, 3.085, 3.596], [-7.227, 2.314, 2.695], [-7.457, 0.746, 0.319], [-5.195, -0.016, -1.017]], "forces_ev_per_angstrom": [[-0.1, 0.2, 0.6], [2.1, -1.1, -6.9], [-0.5, 1.4, 8.8], [2.7, -1.2, -1.1], [-0.3, -2.2, 0.3], [-3.0, 3.0, -1.8], [-1.1, 1.5, -1.9], [3.9, 4.8, 4.1], [1.4, 0.1, 1.6], [-1.5, -6.7, -1.5], [0.9, -0.4, 0.3], [-0.2, 0.5, -0.1], [-0.9, 1.0, 1.6], [-1.1, -1.0, 1.3], [-0.6, 0.7, -0.7], [2.5, -0.9, 2.4], [-2.6, -0.8, -1.1], [-0.3, -4.9, -0.8], [-0.6, -2.3, 3.3], [-0.2, 0.4, 3.3], [1.0, 4.4, 0.9], [0.7, 3.1, -3.6], [-0.1, -1.7, -2.4], [-2.9, 1.9, 2.8], [-4.6, -1.6, -1.7], [-0.6, -1.9, -2.9], [3.2, -1.5, -2.4], [4.9, 1.1, 1.1], [-0.2, 2.0, 2.6], [-1.2, -2.2, 0.6], [-0.1, 0.2, -2.4], [-2.0, 1.8, 0.4], [-1.2, 1.5, 1.6], [2.2, 0.8, -0.2], [-1.2, 0.4, -2.2], [0.6, 1.3, 0.4], [-1.8, -0.2, -1.9], [-1.1, -1.5, 1.6], [-0.7, -1.3, -2.3], [-0.2, -2.2, 1.6], [1.6, -1.6, -1.5], [0.2, 1.9, -1.1], [-0.4, -1.7, 2.1], [0.2, 1.5, 2.6], [0.6, 2.8, 0.1], [0.3, 1.5, -2.1], [-0.2, -0.8, -2.9], [-2.5, -0.9, -0.9], [-0.3, -1.4, -2.2], [2.5, -0.5, -1.1], [2.2, 0.9, 1.2], [0.5, 1.6, 2.4]]}